Molecular formula: C21H31O3Sm
Method: DFT, wB97M-V/def2-TZVPD

CARTESIAN COORDINATES (ANGSTROEM)
1 Sm 0.5454 -1.1439 -2.2925
2 O 0.3459 3.2541 -4.7000
3 O 1.0958 0.3484 -0.5842
4 O 0.6122 -0.8500 -5.2379
5 C -0.8675 2.5180 -4.3375
6 C -2.2439 -0.9899 -0.9082
7 C 0.6988 -1.4757 -6.6302
8 C 1.9281 -2.3125 -6.8696
9 C -2.4542 0.1721 -1.7155
10 C 2.5667 -2.5897 -2.0063
11 C -1.3368 4.9180 -4.0893
12 C 2.4642 -1.8255 -0.7857
13 C 0.9344 -0.1294 -7.4019
14 C -1.2478 0.7859 0.1252
15 C 2.5925 2.1287 -0.0084
16 C -1.8126 1.2521 -1.0801
17 C 0.1518 4.4932 -3.8490
18 C -1.4249 -0.6056 0.1834
19 C 1.4553 -3.5041 -2.0190
20 C 1.3354 -2.2925 -0.0579
21 C 0.6697 -3.2749 -0.8380
22 C 0.9659 0.3690 -5.9933
23 C -0.5718 -2.1864 -7.0186
24 C -1.9352 3.5420 -4.5831
25 C 1.6066 1.4231 -0.9293
26 H 3.1948 -1.0758 -0.4569
27 H 2.2104 3.1025 0.3082
28 H -0.2933 -3.7352 -0.6024
29 H -1.4338 5.6782 -4.9218
30 H -0.7514 -2.9802 -6.2972
31 H -1.1390 1.5641 -4.8247
32 H -0.4621 -2.6458 -8.0088
33 H 0.2423 1.1609 -5.9057
34 H 2.0260 -3.1052 -6.1378
35 H 1.0976 -2.0247 0.9708
36 H 1.9169 0.7094 -5.5971
37 H 2.7279 1.5190 0.9086
38 H 0.8833 5.3020 -4.0094
39 H 3.4168 -2.5521 -2.6978
40 H 1.9004 -2.7641 -7.8642
41 H 2.8192 -1.6896 -6.8389
42 H -0.7712 2.2727 -3.2880
43 H -3.0766 0.2356 -2.5946
44 H -0.8373 1.4399 0.8945
45 H -2.9057 3.2748 -4.1781
46 H -2.0103 3.5853 -5.6691
47 H -1.0079 -1.2727 0.9298
48 H -2.7576 -1.9467 -0.9815
49 H -1.8648 5.2870 -3.1625
50 H 3.5313 2.3027 -0.5586
51 H 0.0832 0.2862 -7.9799
52 H 1.8894 0.0212 -7.9492
53 H 1.2888 -4.2610 -2.7878
54 H -1.7870 2.2862 -1.3940
55 H 0.2472 4.1515 -2.7765
56 H -1.4184 -1.4938 -7.0524

## Properties
HOMO energy (spin up / spin down), eV: -6.12 / -6.56
HOMO-LUMO gap (spin up / spin down), eV: 5.38 / 6.67
Multiplicity: 6
Net charge: 0

***

Molecular formula: C21H31O3Zr
Method: DFT, wB97M-V/def2-TZVPD

CARTESIAN COORDINATES (ANGSTROEM)
1 Zr -0.3859 -0.6520 2.0607
2 O 0.9250 2.1690 2.6438
3 O 1.2114 1.7503 -1.3240
4 O 0.3705 -0.4144 -2.8332
5 C 0.9250 3.1037 -0.8072
6 C 0.4392 0.1215 -4.9758
7 C 0.4139 0.8082 -3.6343
8 C 0.8040 1.2216 3.3948
9 C 1.6819 -1.9769 -4.2546
10 C 0.4189 -1.1513 -4.1088
11 C 1.0217 -1.8367 3.4632
12 C -1.1962 1.9650 -1.1531
13 C -1.7150 0.3843 3.7470
14 C -0.5443 3.3603 -1.2200
15 C -2.2065 0.8000 2.4646
16 C 0.0083 1.0765 -0.7256
17 C -2.7106 -0.3736 1.7909
18 C -2.5741 -1.4835 2.6901
19 C -1.9845 -1.0162 3.8983
20 C 1.8686 -1.1203 2.5433
21 C 1.3103 1.1405 4.7994
22 C -0.8328 -1.9664 -4.3580
23 C 0.6638 -2.6815 1.3250
24 C 0.2761 -2.8041 2.7015
25 C 1.6549 -1.6490 1.2301
26 H -0.5744 3.8306 -2.2059
27 H -1.0416 4.0267 -0.5052
28 H -1.7226 -1.3320 -4.2351
29 H -3.2033 -0.3852 0.8284
30 H 1.6512 -2.7923 -3.5265
31 H -0.4836 0.3088 -5.5304
32 H 1.0647 -1.7602 4.5433
33 H 0.7344 0.3983 5.3625
34 H 2.6651 -0.4317 2.8104
35 H 1.2078 2.1236 5.2891
36 H -2.0110 1.8674 -0.4358
37 H -0.0882 0.0111 -1.0109
38 H 2.2310 -1.3839 0.3392
39 H 1.6470 3.8113 -1.2315
40 H -2.9351 -2.4904 2.5009
41 H 1.3280 0.3587 -5.5694
42 H -0.4202 -3.5333 3.1105
43 H 1.3078 1.3724 -3.4040
44 H -0.8427 -2.8047 -3.6543
45 H 1.7322 -2.4247 -5.2579
46 H 2.5909 -1.3695 -4.1040
47 H -1.6039 1.6737 -2.1305
48 H -0.4724 1.4349 -3.5083
49 H 0.3481 -3.3378 0.5106
50 H 0.1197 1.1777 0.4232
51 H 2.3702 0.8411 4.7828
52 H -1.4228 1.0451 4.5494
53 H 0.9895 3.0806 0.3059
54 H -1.8880 -1.5609 4.8303
55 H -2.3124 1.8303 2.1492
56 H -0.8088 -2.3608 -5.3840

## Properties
HOMO energy (spin up / spin down), eV: -10.90 / -10.90
HOMO-LUMO gap (spin up / spin down), eV: 6.66 / 6.65
ΔE to the lowest compared entry with this formula, charge and spin, kcal/mol: 38.3
Net charge: +1

***

Molecular formula: C21H32AlN7O2Si
Method: DFT, wB97M-V/def2-TZVPD

CARTESIAN COORDINATES (ANGSTROEM)
1 Si 2.5581 -0.9669 -0.2363
2 Al 0.0741 -0.2551 -0.1513
3 O -0.0108 1.7893 0.1503
4 O 0.1037 0.0495 -1.9701
5 N -0.0701 -1.8581 2.0790
6 N -3.4784 2.1434 0.4468
7 N -0.6942 -2.0320 -0.1771
8 N 0.3696 1.2361 -3.8823
9 N -4.1239 -0.0786 0.0593
10 N 0.2283 -0.6560 1.7581
11 N -1.8803 0.6186 0.0483
12 C 0.6139 -0.3349 4.1548
13 C -1.5242 -4.6407 0.2440
14 C -3.2083 0.8673 0.1862
15 C 0.3365 1.2559 -5.3487
16 C -1.0141 -3.9094 1.2850
17 C 0.7751 2.4744 -3.2168
18 C 2.5722 -2.2623 -1.5879
19 C 3.3914 0.5930 -0.8627
20 C 3.3325 -1.6603 1.2974
21 C 0.0797 0.1483 -3.2201
22 C 1.1612 0.4022 5.1889
23 C 1.5436 1.2349 2.5707
24 C -0.6152 -2.5879 1.0507
25 C 2.0933 1.9598 3.6124
26 C 0.8039 0.0843 2.8397
27 C -2.2259 2.8927 0.5190
28 C -4.8050 2.7143 0.6683
29 C -1.6140 -4.0572 -1.0294
30 C 1.9033 1.5467 4.9239
31 C -1.1811 -2.7691 -1.1997
32 C -1.2531 1.7840 0.2311
33 H 3.3085 -0.9610 2.1340
34 H -5.3586 2.8073 -0.2656
35 H 1.7198 1.5381 1.5524
36 H 3.1978 1.4672 -0.2397
37 H -0.1120 0.3406 -5.7251
38 H -5.3684 2.1074 1.3767
39 H -1.8458 -5.6633 0.3962
40 H -5.1053 0.1115 0.1752
41 H 2.8293 -2.5811 1.6043
42 H -1.2056 -2.2862 -2.1674
43 H 0.9372 2.2937 -2.1601
44 H 0.0056 3.2333 -3.3590
45 H -3.8301 -1.0321 -0.0712
46 H -4.6876 3.7035 1.1010
47 H -2.0578 3.3051 1.5165
48 H 1.0074 0.0792 6.2097
49 H -2.1663 3.7019 -0.2099
50 H 1.6992 2.8290 -3.6698
51 H 4.4761 0.4426 -0.8877
52 H 1.3482 1.3520 -5.7398
53 H 1.9996 -3.1495 -1.3050
54 H 2.6838 2.8410 3.3994
55 H -0.1578 -0.7259 -3.8303
56 H 4.3794 -1.9045 1.0944
57 H -0.2554 2.1063 -5.6819
58 H -0.8978 -4.3098 2.2827
59 H -2.0046 -4.6124 -1.8705
60 H 3.0646 0.8169 -1.8816
61 H 3.6034 -2.5836 -1.7697
62 H 0.0354 -1.2249 4.3557
63 H 2.1782 -1.8807 -2.5331
64 H 2.3377 2.1120 5.7375

## Properties
HOMO energy (spin up / spin down), eV: -12.54 / -12.55
HOMO-LUMO gap (spin up / spin down), eV: 5.83 / 5.85
ΔE to the lowest compared entry with this formula, charge and spin, kcal/mol: 55.5
Net charge: +2

***

Molecular formula: C21H32GaN8O5
Method: DFT, wB97M-V/def2-TZVPD

CARTESIAN COORDINATES (ANGSTROEM)
1 Ga 9.3871 10.8066 9.8981
2 O 9.0639 10.2673 11.7483
3 O 9.1435 14.6557 10.3109
4 O 6.5567 8.1656 10.3250
5 O 8.6387 12.6149 9.9744
6 O 8.0477 9.5941 9.4640
7 N 9.5096 13.5417 10.3066
8 N 11.2449 9.9611 10.1021
9 N 13.1581 12.1884 10.9840
10 N 12.7084 13.3476 11.6235
11 N 9.7415 11.2646 7.8482
12 N 10.6788 13.0623 10.6919
13 N 11.1080 14.8713 12.1559
14 N 9.7035 6.7412 7.1923
15 C 7.1726 8.2352 14.0094
16 C 6.4436 10.2264 12.8253
17 C 8.2671 8.9826 11.7988
18 C 9.1880 6.5732 11.4999
19 C 10.1290 9.1131 6.6217
20 C 7.5199 8.8349 10.4545
21 C 11.1895 7.1774 13.3234
22 C 5.2710 9.5200 14.8025
23 C 9.3330 7.8931 12.0438
24 C 12.0237 10.2622 7.8362
25 C 10.0836 5.6037 11.9295
26 C 10.7332 10.4412 7.0469
27 C 6.1156 8.4531 14.8678
28 C 11.4674 13.7950 11.5187
29 C 11.9678 9.2408 8.9913
30 C 10.1032 8.0764 7.7844
31 C 11.4339 7.9262 8.5177
32 C 5.4778 10.4250 13.8073
33 C 11.0260 5.8693 12.8704
34 C 10.3548 8.1546 12.9170
35 C 7.3030 9.1293 12.9007
36 H 9.9633 12.2766 7.7934
37 H 12.2411 7.3904 7.9747
38 H 6.3925 10.8906 11.8785
39 H 12.9981 9.0522 9.3941
40 H 9.3152 8.3356 8.4724
41 H 13.3720 13.9493 12.1235
42 H 10.1314 15.3077 12.1437
43 H 10.3923 6.2438 6.5856
44 H 10.6571 8.6137 5.7612
45 H 9.0840 9.2271 6.2923
46 H 8.9558 6.9177 6.4971
47 H 10.4162 9.0996 13.4356
48 H 13.8466 11.7479 11.6093
49 H 13.6036 12.5270 10.1295
50 H 12.3118 11.2272 8.2004
51 H 8.3554 6.4547 10.7676
52 H 11.0217 11.0084 6.1893
53 H 11.9929 7.3661 14.0349
54 H 8.5626 10.8889 12.2955
55 H 11.2642 7.3369 9.3804
56 H 6.2240 7.8229 15.7803
57 H 11.8962 10.6793 10.4311
58 H 11.7249 5.1335 13.2616
59 H 7.9181 7.5453 14.2101
60 H 4.8652 11.2776 13.7135
61 H 9.9431 4.6587 11.5060
62 H 12.8137 9.9529 7.1507
63 H 9.3363 5.9663 7.7551
64 H 4.4079 9.7154 15.3657
65 H 8.8143 11.1916 7.3795
66 H 11.1984 9.3541 10.9122
67 H 11.6526 15.1768 12.9282

## Properties
HOMO energy, eV: -16.20
HOMO-LUMO gap, eV: 7.07
Net charge: +3

***

Which of these has the lowest net charge? C21H31O3Sm